The following is a DFT calculation (ωB97M-V/def2-TZVPD) of a cluster of 2 separate species, C33H36BF3O2S in total in a non-equilibrium geometry.

Summary:
* energy relative to the best compared isomer or geometry (same formula, charge and spin): 25.5 kcal/mol
* HOMO energy: -0.2865 Eh
* HOMO-LUMO gap: 7.524 eV
* calculated total energy: -58566.52474 eV
* SMILES: Cc1ccc(C(B2OC(C)(C)C(C)(C)O2)c2ccc(C)cc2)cc1.Cc1ccc(-c2ccc(C(F)(F)F)cc2)s1

Structure (ORCA input):
```
! wB97M-V def2-TZVPD RIJCOSX def2/J DEFGRID3
* xyz 0 1
C -6.105 -0.544 -1.387
C -4.624 -0.745 -1.452
C -3.952 -1.466 -0.459
C -2.565 -1.519 -0.460
C -1.808 -0.875 -1.449
C -0.307 -0.730 -1.253
B 0.025 0.397 -0.271
O -0.839 1.100 0.531
C -0.266 2.430 0.461
C -1.069 3.080 -0.681
C -0.524 3.156 1.761
C 1.291 2.165 0.164
C 1.845 2.819 -1.085
C 2.230 2.449 1.325
O 1.356 0.727 -0.092
C 0.483 -0.206 -2.455
C 1.779 -0.680 -2.647
C 2.554 -0.237 -3.704
C 2.080 0.755 -4.576
C 2.892 1.210 -5.741
C 0.809 1.267 -4.374
C 0.049 0.849 -3.283
C -2.516 -0.458 -2.585
C -3.895 -0.307 -2.555
H -6.390 0.357 -1.943
H -6.639 -1.392 -1.844
H -6.445 -0.446 -0.348
H -4.530 -1.940 0.340
H -2.053 -2.069 0.326
H 0.121 -1.656 -0.817
H -0.723 4.090 -0.922
H -1.044 2.477 -1.607
H -2.122 3.144 -0.357
H -0.115 4.173 1.664
H -1.602 3.229 1.948
H -0.049 2.657 2.614
H 1.921 3.906 -0.980
H 2.856 2.430 -1.246
H 1.232 2.576 -1.960
H 2.339 3.526 1.510
H 1.919 1.958 2.252
H 3.225 2.060 1.091
H 2.195 -1.370 -1.907
H 3.569 -0.610 -3.834
H 2.674 2.258 -5.971
H 3.956 1.093 -5.534
H 2.648 0.601 -6.620
H 0.423 2.033 -5.055
H -0.890 1.366 -3.097
H -2.005 -0.213 -3.506
H -4.411 0.176 -3.382
C 4.006 0.357 5.333
C 2.809 0.230 4.504
C 1.516 0.591 4.833
C 0.588 0.167 3.859
C 1.158 -0.650 2.873
C 0.473 -1.642 2.109
C -0.905 -1.833 2.314
C -1.378 -3.145 2.332
C -0.549 -4.110 1.775
C -1.011 -5.526 1.806
F -0.671 -6.221 0.686
F -0.426 -6.180 2.862
F -2.361 -5.648 1.955
C 0.681 -3.842 1.186
C 1.162 -2.543 1.271
S 2.901 -0.584 2.980
H 3.683 0.784 6.278
H 4.455 -0.624 5.507
H 4.718 1.011 4.830
H 1.266 1.131 5.747
H -0.472 0.381 3.855
H -1.535 -0.960 2.478
H -2.379 -3.401 2.663
H 1.232 -4.610 0.653
H 2.060 -2.181 0.761
*
```

---

The following is a DFT calculation (ωB97M-V/def2-TZVPD) of a structure of composition C2H3FGaLiO in a non-equilibrium geometry.

Summary:
* <S²>: 0.751
* HOMO energy (spin up / spin down): -1.0013 / -1.0319 Eh
* HOMO-LUMO gap (spin up / spin down): 8.900 / 8.603 eV
* calculated total energy: -59428.69883 eV

Structure (ORCA input):
```
! wB97M-V def2-TZVPD RIJCOSX def2/J DEFGRID3
* xyz 3 2
O 1.146 0.596 0.174
C 0.426 -0.540 0.104
C -0.935 -0.406 -0.403
Li -0.195 1.869 0.783
H 0.794 -1.437 0.609
F -1.616 0.635 0.394
H -1.036 -0.035 -1.432
Ga 2.745 0.766 0.008
H -1.327 -1.446 -0.238
*
```

---

The following is a DFT calculation (ωB97M-V/def2-TZVPD) of the molecule C19H22N2O in a non-equilibrium geometry.

Summary:
* energy relative to the best compared isomer or geometry (same formula, charge and spin): 44.6 kcal/mol
* HOMO energy: -0.3061 Eh
* HOMO-LUMO gap: 8.759 eV
* calculated total energy: -25087.76025 eV
* SMILES: Cc1ccc(C(=O)N/N=C(\CC(C)C)c2ccccc2)cc1

Structure (ORCA input):
```
! wB97M-V def2-TZVPD RIJCOSX def2/J DEFGRID3
* xyz 0 1
C -6.891 -0.568 0.201
C -5.467 -0.115 0.108
C -4.458 -0.994 -0.267
C -3.144 -0.573 -0.361
C -2.810 0.749 -0.082
C -1.421 1.282 -0.181
O -1.168 2.418 -0.509
N -0.459 0.358 0.149
N 0.842 0.679 0.112
C 1.766 -0.146 0.423
C 1.516 -1.576 0.840
C 1.243 -2.471 -0.384
C 2.496 -2.589 -1.248
C 0.773 -3.851 0.069
C 3.134 0.370 0.283
C 4.227 -0.179 0.951
C 5.496 0.343 0.776
C 5.699 1.422 -0.066
C 4.619 1.987 -0.726
C 3.352 1.469 -0.554
C -3.822 1.638 0.269
C -5.130 1.209 0.371
H -7.372 -0.147 1.082
H -7.445 -0.228 -0.675
H -6.955 -1.652 0.245
H -4.705 -2.021 -0.493
H -2.392 -1.278 -0.687
H -0.760 -0.558 0.480
H 2.373 -1.978 1.377
H 0.660 -1.617 1.522
H 0.453 -2.014 -0.992
H 3.309 -3.038 -0.681
H 2.298 -3.214 -2.117
H 2.819 -1.610 -1.594
H 0.571 -4.485 -0.791
H -0.137 -3.781 0.663
H 1.539 -4.332 0.674
H 4.101 -1.007 1.633
H 6.330 -0.095 1.304
H 6.693 1.824 -0.203
H 4.768 2.834 -1.380
H 2.504 1.901 -1.059
H -3.558 2.667 0.461
H -5.904 1.908 0.653
*
```

---

The following is a DFT calculation (ωB97M-V/def2-TZVPD) of a structure of composition C34H37N3PdSi2.

Summary:
* energy relative to the best compared isomer or geometry (same formula, charge and spin): 3.1 kcal/mol
* HOMO energy: -0.2777 Eh
* HOMO-LUMO gap: 7.652 eV
* calculated total energy: -59566.37747 eV

Structure (ORCA input):
```
! wB97M-V def2-TZVPD RIJCOSX def2/J DEFGRID3
* xyz 0 1
Pd 0.772 -0.898 0.028
C 0.555 2.207 1.964
Si -0.134 0.652 2.770
C 0.108 0.895 4.628
C -1.988 0.509 2.500
C 0.824 -0.832 2.143
C 2.270 -0.489 2.076
C 3.218 -0.399 3.098
C 4.520 -0.065 2.777
C 4.873 0.165 1.452
C 3.889 0.054 0.489
N 2.634 -0.247 0.802
Si 0.485 -2.486 2.943
C 1.154 -2.643 4.704
C 1.366 -3.859 1.995
C -1.360 -2.786 3.101
H -0.168 3.024 2.002
H 0.815 2.037 0.919
H 1.458 2.538 2.483
H -0.338 1.845 4.931
H 1.163 0.927 4.906
H -0.374 0.107 5.209
H -2.407 1.480 2.233
H -2.482 0.172 3.412
H -2.235 -0.195 1.708
H 2.924 -0.587 4.120
H 5.265 0.016 3.558
H 5.884 0.424 1.174
H 4.098 0.216 -0.562
H 2.244 -2.646 4.744
H 0.820 -3.602 5.106
H 0.788 -1.863 5.372
H 2.389 -3.959 2.363
H 1.420 -3.654 0.924
H 0.872 -4.821 2.140
H -1.745 -2.258 3.975
H -1.550 -3.850 3.253
H -1.927 -2.465 2.231
C -2.596 -3.460 -0.582
C -3.607 -2.622 -1.024
C -3.351 -1.268 -1.138
C -2.098 -0.736 -0.821
C -1.067 -1.570 -0.339
C -1.356 -2.935 -0.248
C -1.888 0.722 -1.029
C -2.962 1.644 -0.844
C -2.759 2.969 -1.066
C -1.482 3.427 -1.476
C -1.176 4.785 -1.725
C 0.086 5.153 -2.097
C 1.100 4.179 -2.229
C 0.829 2.861 -1.994
C -0.474 2.453 -1.618
N -0.696 1.131 -1.399
H -2.774 -4.524 -0.487
H -4.580 -3.016 -1.286
H -4.131 -0.620 -1.516
H -0.594 -3.615 0.115
H -3.919 1.290 -0.490
H -3.557 3.686 -0.913
H -1.957 5.526 -1.611
H 0.317 6.193 -2.282
H 2.099 4.486 -2.508
H 1.595 2.095 -2.062
N 1.141 -0.927 -2.106
C 0.840 -0.684 -3.189
C 0.415 -0.335 -4.512
C 0.019 -1.336 -5.397
C -0.417 -0.983 -6.663
C -0.459 0.354 -7.037
C -0.070 1.347 -6.147
C 0.369 1.008 -4.879
H 0.049 -2.370 -5.086
H -0.728 -1.752 -7.356
H -0.803 0.624 -8.026
H -0.114 2.387 -6.439
H 0.657 1.770 -4.167
*
```